Here is a 2-piece molecular cluster, C4H14NOS overall at a distorted geometry from OMol25. Energies are from ωB97M-V with the def2-TZVPD basis set.

Element x y z (Å)
C -1.84 0.76 -0.25
C -0.68 1.29 0.66
C 0.56 0.39 0.90
S 1.58 0.23 -0.63
C 3.14 0.80 0.27
N -1.31 -0.25 -1.25
H -2.64 0.31 0.36
H -2.32 1.66 -0.75
H -1.16 1.54 1.64
H -0.16 2.31 0.17
H 0.33 -0.67 1.13
H 1.07 0.57 1.86
H 3.91 0.55 -0.58
H 3.34 0.07 1.16
H 2.96 1.85 0.20
H -1.98 -0.39 -2.08
H -0.30 -0.08 -1.57
H -1.41 -1.18 -0.85
H -1.52 -3.79 0.19
H -0.28 -3.00 -0.26
O -1.28 -2.98 -0.30

multiplicity: 2
HOMO-LUMO gap (alpha / beta): 3.649 / 9.226 eV
expectation value of S²: 0.751

Here is one molecule with the formula C3H4ClN3O at a distorted geometry from OMol25. Energies are from ωB97M-V with the def2-TZVPD basis set.

Element x y z (Å)
C 1.23 0.09 -0.04
C -1.07 0.27 0.15
C 0.62 -1.28 -0.04
N -0.75 -1.39 0.16
N 0.11 0.89 -0.09
N -2.27 0.79 0.05
O 2.35 0.51 -0.13
Cl -3.59 -0.26 -0.08
H 0.71 -1.46 -1.19
H 1.24 -2.10 0.52
H 0.29 1.84 -0.34
H -2.42 1.81 -0.19

multiplicity: 1
HOMO-LUMO gap: 7.713 eV
SMILES: O=C1CN=C(NCl)N1

Here is C27H32N7O2PdS4Sb as an isolated structure at a distorted geometry from OMol25. Energies are from ωB97M-V with the def2-TZVPD basis set.

Element x y z (Å)
Pd -2.15 -1.79 -0.52
C 9.62 5.76 -0.41
O 8.24 6.00 -0.48
C 7.34 5.02 -0.47
C 6.00 5.44 -0.52
C 4.99 4.52 -0.50
C 5.27 3.14 -0.43
C 6.61 2.73 -0.36
C 7.63 3.65 -0.39
C 4.15 2.24 -0.47
N 2.93 2.69 -0.74
C 2.12 1.62 -0.72
C 2.85 0.45 -0.42
N 4.14 0.88 -0.27
C 2.21 -0.82 -0.35
C 2.86 -2.04 -0.09
C 2.14 -3.21 -0.13
C 0.78 -3.15 -0.41
N 0.14 -2.01 -0.62
C 0.81 -0.85 -0.60
C 0.06 0.36 -0.89
N -1.27 0.28 -1.10
C -1.93 1.38 -1.42
C -1.34 2.64 -1.53
C 0.01 2.76 -1.30
C 0.72 1.60 -0.97
H 10.09 6.74 -0.38
H 9.98 5.21 -1.29
H 9.89 5.20 0.49
H 5.80 6.50 -0.58
H 3.96 4.82 -0.54
H 6.85 1.68 -0.31
H 8.66 3.31 -0.35
H 4.94 0.31 -0.05
H 3.91 -2.05 0.14
H 2.61 -4.17 0.04
H 0.19 -4.06 -0.49
H -2.99 1.30 -1.61
H -1.94 3.50 -1.80
H 0.54 3.69 -1.36
S -5.84 -4.10 -1.96
Sb -3.65 -4.85 -1.97
S -2.95 -4.03 0.19
S -2.43 -2.59 -2.92
S -0.71 -3.27 -3.49
C -2.39 -1.93 4.54
N -1.69 -2.90 3.73
C -1.44 -4.17 4.35
C -1.35 -2.63 2.48
O -1.62 -1.59 1.87
H -1.77 -1.66 5.40
H -3.33 -2.34 4.91
H -2.58 -1.04 3.94
H -0.77 -4.05 5.21
H -0.98 -4.86 3.64
H -2.38 -4.60 4.71
H -0.78 -3.44 2.01
N -7.13 -1.39 -1.03
C -6.41 -0.41 -1.88
C -4.92 -0.74 -1.80
N -4.40 -0.72 -0.44
C -5.21 -1.52 0.48
C -6.71 -1.22 0.38
H -6.85 -2.36 -1.34
H -8.15 -1.30 -1.13
H -6.63 0.60 -1.53
H -6.75 -0.50 -2.91
H -4.35 -0.06 -2.43
H -4.79 -1.75 -2.20
H -4.34 0.24 -0.09
H -4.86 -1.34 1.49
H -5.05 -2.58 0.25
H -6.96 -0.21 0.71
H -7.25 -1.94 1.00

multiplicity: 1
HOMO-LUMO gap (alpha / beta): 3.612 / 3.567 eV
net charge: +2

Here is C27H55FInN2O9S as an isolated structure at a distorted geometry from OMol25. Energies are from ωB97M-V with the def2-TZVPD basis set.

Element x y z (Å)
C 1.13 -0.24 -1.30
C 1.69 -0.83 -0.01
F 2.88 -0.11 0.32
In 2.00 -3.05 -0.04
C 4.05 -3.70 -0.65
C 4.02 -5.23 -0.78
C 5.39 -5.86 -1.07
C 6.19 -6.14 0.22
C 5.91 -7.52 0.79
C 6.98 -8.03 1.74
C 6.80 -9.53 2.04
S 7.73 -10.45 0.80
C 6.96 -12.00 0.93
N 6.72 -12.68 2.00
N 6.06 -13.83 1.61
C 5.97 -13.76 0.32
O 6.51 -12.64 -0.19
C 0.54 -4.09 -1.38
C -0.89 -4.11 -0.78
C -1.02 -5.23 0.26
C -1.35 -6.58 -0.31
O -1.61 -7.52 0.36
O -1.37 -6.70 -1.67
H 0.04 -0.29 -1.29
H 1.39 0.83 -1.30
H 1.54 -0.69 -2.20
H 0.98 -0.60 0.78
H 1.74 -3.70 1.62
H 4.34 -3.30 -1.62
H 4.79 -3.41 0.10
H 3.62 -5.63 0.16
H 3.31 -5.52 -1.55
H 5.96 -5.21 -1.74
H 5.24 -6.81 -1.59
H 5.92 -5.36 0.93
H 7.25 -6.04 -0.01
H 5.78 -8.25 -0.01
H 4.96 -7.49 1.33
H 6.93 -7.52 2.70
H 7.98 -7.88 1.34
H 5.74 -9.78 1.95
H 7.12 -9.79 3.04
H 5.51 -14.51 -0.29
H 0.89 -5.13 -1.43
H 0.54 -3.71 -2.40
H -1.13 -3.17 -0.29
H -1.61 -4.26 -1.58
H -1.76 -5.00 1.01
H -0.05 -5.34 0.75
H -0.52 -6.41 -2.02
C -1.42 4.64 1.64
O -1.96 4.72 0.34
C -1.07 4.31 -0.69
C -1.79 3.59 -1.81
O -2.23 2.28 -1.50
C -3.29 2.10 -0.58
C -4.65 2.53 -1.09
O -4.75 3.94 -1.17
C -5.41 4.40 -2.33
H -0.73 5.47 1.84
H -2.25 4.70 2.34
H -0.89 3.69 1.79
H -0.29 3.66 -0.29
H -0.59 5.21 -1.11
H -1.06 3.45 -2.60
H -2.59 4.20 -2.21
H -3.07 2.57 0.38
H -3.33 1.03 -0.41
H -5.41 2.17 -0.38
H -4.84 2.06 -2.06
H -5.03 3.91 -3.23
H -5.22 5.47 -2.41
H -6.49 4.24 -2.26
C -4.99 6.52 0.75
O -4.20 7.66 1.01
C -3.30 7.98 -0.03
C -3.14 9.47 -0.21
O -4.27 10.13 -0.78
C -5.44 10.27 0.00
C -5.35 11.30 1.10
O -4.53 10.87 2.17
C -3.70 11.87 2.70
H -4.41 5.61 0.88
H -5.82 6.53 1.46
H -5.40 6.55 -0.26
H -3.63 7.54 -0.98
H -2.31 7.56 0.21
H -2.34 9.62 -0.94
H -2.84 9.95 0.72
H -5.79 9.31 0.38
H -6.20 10.63 -0.71
H -6.37 11.47 1.49
H -4.99 12.25 0.69
H -3.17 12.41 1.90
H -2.96 11.39 3.33
H -4.27 12.59 3.30

multiplicity: 1
HOMO-LUMO gap: 6.760 eV
net charge: -1

Here is C23H44NOP3Tl as an isolated structure at a distorted geometry from OMol25. Energies are from ωB97M-V with the def2-TZVPD basis set.

Element x y z (Å)
Tl 2.02 -0.60 -0.91
P -2.62 1.58 -0.13
P -0.34 0.16 -2.85
P -1.05 3.00 0.48
H 0.77 -0.42 3.11
C 0.00 0.19 3.61
C -1.30 -0.16 3.63
H -1.65 -1.12 3.23
C -2.05 -0.10 0.23
C -3.00 1.75 -1.87
C -4.10 1.91 0.85
C 2.31 -1.37 -3.92
C -1.22 -1.29 -3.53
C -0.10 1.09 -4.41
C -1.13 3.17 2.28
C -1.37 4.59 -0.30
C 0.60 2.42 0.03
H 0.38 1.06 4.15
H -2.05 0.46 4.13
H -1.68 -0.17 1.26
H -1.25 -0.40 -0.46
H -2.90 -0.78 0.11
H -2.20 1.29 -2.50
H -3.11 2.81 -2.14
H -3.95 1.24 -2.06
H -3.93 1.66 1.91
H -4.90 1.28 0.45
H -4.39 2.97 0.77
H 1.93 -1.71 -4.89
H 2.60 -2.23 -3.32
H 3.17 -0.70 -4.06
H -0.83 -1.54 -4.52
H -2.29 -1.04 -3.60
H -1.11 -2.15 -2.86
H 0.08 0.40 -5.25
H 0.77 1.75 -4.28
H -0.99 1.70 -4.60
H -0.31 3.84 2.58
H -1.00 2.20 2.78
H -2.08 3.62 2.58
H -0.49 5.22 -0.14
H -2.24 5.07 0.16
H -1.54 4.48 -1.38
H 1.28 3.28 0.09
H 0.60 2.03 -1.00
H 0.95 1.65 0.73
C 3.65 0.08 1.82
C 4.86 -0.49 1.33
C 6.05 0.21 1.41
C 6.10 1.44 2.09
C 4.95 1.95 2.70
C 3.74 1.27 2.61
O 2.49 -0.40 1.48
H 1.49 -0.80 -3.40
H 4.79 -1.46 0.82
H 6.96 -0.20 0.96
H 7.04 1.99 2.14
H 4.99 2.88 3.27
H 2.83 1.64 3.08
C -2.42 -5.68 0.79
C -1.37 -4.65 0.49
C -1.00 -3.70 1.45
C -0.03 -2.75 1.14
N 0.56 -2.71 -0.07
C 0.23 -3.62 -0.99
C -0.73 -4.61 -0.75
H -3.24 -5.25 1.38
H -2.83 -6.10 -0.13
H -2.00 -6.52 1.38
H -1.46 -3.69 2.44
H 0.28 -2.00 1.87
H 0.74 -3.57 -1.95
H -0.96 -5.33 -1.53

multiplicity: 1
HOMO-LUMO gap (alpha / beta): 5.956 / 7.254 eV
net charge: +3

Here is an isolated ion of composition C5H8N and charge +1 at a distorted geometry from OMol25. Energies are from ωB97M-V with the def2-TZVPD basis set.

Element x y z (Å)
C -1.51 0.03 -0.02
C -2.56 -0.56 -0.01
C 0.71 -1.65 -0.30
C -0.53 1.10 0.07
C 0.85 0.74 -0.47
N 1.33 -0.49 0.25
H 0.53 -2.41 0.47
H -0.90 1.95 -0.52
H -3.39 -1.21 -0.02
H -0.45 1.43 1.11
H 1.54 1.57 -0.31
H 0.80 0.49 -1.53
H 1.25 -0.35 1.27
H 2.32 -0.65 0.01

multiplicity: 1
HOMO-LUMO gap (alpha / beta): 8.259 / 8.370 eV
net charge: +1

Here is C8H24O4RbS4 as an isolated structure at a distorted geometry from OMol25. Energies are from ωB97M-V with the def2-TZVPD basis set.

Element x y z (Å)
Rb -1.62 1.20 1.62
C -4.95 3.01 -6.24
S -5.32 2.55 -4.45
O -4.00 2.66 -3.73
C -6.22 4.08 -3.81
H -5.84 3.27 -6.82
H -4.47 2.08 -6.55
H -4.22 3.82 -6.17
H -5.55 4.89 -4.08
H -6.22 4.06 -2.72
H -7.21 4.26 -4.22
C 5.13 -4.49 2.03
S 3.88 -3.55 1.00
O 3.32 -2.26 1.66
C 5.22 -2.97 -0.10
H 5.66 -5.22 1.41
H 4.64 -5.00 2.86
H 5.79 -3.79 2.54
H 5.78 -2.21 0.46
H 4.81 -2.60 -1.03
H 5.86 -3.84 -0.28
C 4.68 4.21 3.46
S 3.26 5.40 3.66
O 2.13 4.74 4.45
C 4.05 6.68 4.82
H 4.92 3.81 4.45
H 5.62 4.64 3.10
H 4.42 3.30 2.92
H 5.08 6.94 4.59
H 3.98 6.39 5.87
H 3.49 7.60 4.65
C -3.53 -6.33 0.55
S -4.46 -4.92 -0.16
O -4.09 -3.62 0.60
C -3.64 -4.78 -1.76
H -3.29 -7.05 -0.23
H -4.03 -6.79 1.41
H -2.51 -5.99 0.75
H -4.43 -4.47 -2.44
H -3.25 -5.70 -2.19
H -2.86 -4.04 -1.88

multiplicity: 1
HOMO-LUMO gap: 7.258 eV
net charge: +1

Here is C5H12N2O2Sn as an isolated structure at a distorted geometry from OMol25. Energies are from ωB97M-V with the def2-TZVPD basis set.

Element x y z (Å)
Sn -1.84 1.99 -2.03
C -2.42 -2.84 -1.56
C -1.36 -1.99 -0.87
O -1.22 -0.80 -1.18
N -0.60 -2.55 0.06
C 0.40 -1.84 0.95
H -3.26 -2.91 -0.87
H -2.02 -3.80 -1.90
H -2.95 -2.33 -2.37
H -1.04 -3.30 0.56
H 0.74 -2.53 1.72
H -0.02 -0.95 1.43
H 1.24 -1.64 0.29
O -0.04 2.26 0.17
C 1.09 2.74 0.39
N 1.51 3.74 -0.27
C 1.95 2.23 1.48
H 2.48 3.93 -0.50
H 0.90 4.37 -0.76
H 2.99 2.01 1.21
H 1.54 1.25 1.74
H 1.90 2.94 2.30

multiplicity: 2
HOMO-LUMO gap (alpha / beta): 6.457 / 5.095 eV
net charge: +3
expectation value of S²: 0.775

Here is a 10-piece molecular cluster, C30H85F6N7O9P overall at a distorted geometry from OMol25. Energies are from ωB97M-V with the def2-TZVPD basis set.

Element x y z (Å)
P -0.89 1.25 0.33
F -2.00 1.87 -0.72
F -1.92 1.76 1.53
F -1.66 -0.21 0.31
F 0.18 0.67 1.46
F 0.10 0.61 -0.80
F -0.13 2.65 0.34
C -0.71 0.99 4.29
O -0.27 0.55 5.57
H 0.21 0.97 3.71
H -1.38 0.25 3.85
H -1.16 1.98 4.26
H -0.20 -0.41 5.56
C 0.96 3.20 -3.10
O 0.70 2.75 -4.37
H 1.96 3.62 -3.06
H 0.25 3.93 -2.71
H 0.93 2.27 -2.53
H 1.53 2.37 -4.65
C 2.55 -0.20 -3.64
C 3.55 0.70 -4.21
C 4.70 -0.06 -4.95
O 5.63 0.75 -5.58
C 6.79 0.08 -6.02
N 2.94 1.58 -5.22
H 1.78 0.30 -3.06
H 3.06 -0.80 -2.88
H 2.14 -0.78 -4.47
H 3.87 1.34 -3.39
H 4.28 -0.70 -5.72
H 5.23 -0.63 -4.18
H 7.40 0.90 -6.41
H 6.54 -0.68 -6.76
H 7.37 -0.30 -5.19
H 2.67 1.01 -6.02
H 3.68 2.06 -5.72
C 4.43 0.36 -0.63
C 3.59 -0.68 0.14
C 4.53 -1.91 0.41
O 5.18 -2.47 -0.73
C 4.51 -3.33 -1.67
N 3.02 -0.07 1.38
H 4.75 -0.02 -1.61
H 5.35 0.67 -0.13
H 3.88 1.30 -0.67
H 2.72 -1.04 -0.41
H 3.99 -2.75 0.85
H 5.26 -1.61 1.16
H 4.16 -4.24 -1.19
H 5.16 -3.77 -2.42
H 3.58 -2.88 -2.01
H 2.60 -0.85 1.87
H 2.29 0.60 1.24
C 0.40 -2.83 0.93
C 0.58 -2.82 2.47
C 1.29 -4.09 3.03
O 0.63 -5.32 2.55
C -0.63 -5.63 3.14
N 1.35 -1.69 2.87
H 1.32 -2.65 0.37
H -0.26 -2.05 0.56
H 0.07 -3.84 0.67
H -0.42 -2.71 2.91
H 1.37 -4.09 4.11
H 2.35 -4.14 2.76
H -0.91 -6.62 2.76
H -1.36 -4.86 2.92
H -0.54 -5.74 4.22
H 0.91 -0.85 2.52
H 1.27 -1.67 3.88
C -5.72 4.34 -0.71
C -4.54 3.75 0.13
C -4.52 4.38 1.54
O -4.39 5.80 1.62
C -3.05 6.26 1.34
N -4.85 2.29 0.17
H -6.68 3.94 -0.37
H -5.58 4.04 -1.75
H -5.73 5.42 -0.59
H -3.58 3.87 -0.38
H -3.73 3.92 2.13
H -5.42 4.14 2.09
H -2.55 5.89 0.44
H -2.43 5.97 2.18
H -3.11 7.34 1.39
H -3.96 1.82 0.27
H -5.37 2.06 1.00
C 0.02 -2.61 -2.56
C -1.45 -2.52 -2.94
C -2.48 -2.91 -1.79
O -3.72 -3.34 -2.35
C -3.59 -4.60 -3.02
N -1.60 -1.11 -3.24
H 0.38 -1.85 -1.86
H 0.67 -2.58 -3.43
H 0.26 -3.55 -2.06
H -1.70 -3.16 -3.79
H -2.55 -2.07 -1.10
H -2.17 -3.65 -1.06
H -3.15 -4.58 -4.01
H -4.65 -4.85 -3.11
H -3.18 -5.36 -2.35
H -2.58 -0.93 -3.08
H -1.14 -0.57 -2.52
C -5.00 -1.27 0.99
C -4.34 -2.11 2.11
C -3.97 -3.59 1.69
O -5.11 -4.39 1.43
C -4.83 -5.69 0.85
N -3.12 -1.34 2.45
H -4.51 -1.27 0.02
H -5.01 -0.20 1.20
H -6.07 -1.48 0.93
H -4.94 -2.14 3.02
H -3.36 -4.10 2.43
H -3.35 -3.47 0.80
H -4.22 -6.22 1.58
H -4.21 -5.66 -0.05
H -5.74 -6.27 0.69
H -3.40 -0.37 2.47
H -2.49 -1.46 1.67
C 0.23 4.83 3.72
C 1.70 4.38 3.93
C 2.28 3.71 2.64
O 2.48 4.67 1.55
C 3.10 4.13 0.34
N 2.51 5.50 4.37
H 0.11 5.64 3.00
H -0.20 5.20 4.65
H -0.38 4.02 3.32
H 1.68 3.68 4.77
H 1.77 2.79 2.34
H 3.28 3.34 2.85
H 4.10 3.77 0.58
H 3.22 4.86 -0.46
H 2.54 3.31 -0.11
H 2.61 5.90 3.44
H 3.38 5.00 4.43

multiplicity: 1
HOMO-LUMO gap: 8.808 eV
net charge: -1

| no. | molar mass (u) | DFT total energy (eV) |
| --- | --- | --- |
| 1 | 124.23 | -18743.07582 |
| 2 | 133.54 | -22212.29213 |
| 3 | 843.05 | -96390.37913 |
| 4 | 717.63 | -69020.21373 |
| 5 | 647.92 | -60634.85663 |
| 6 | 82.13 | -6791.54400 |
| 7 | 398.01 | -60861.55213 |
| 8 | 250.87 | -18251.92637 |
| 9 | 833.01 | -86942.68789 |